1.
{"formula": "C13H21FeN2O2", "method": "ωB97M-V/def2-TZVPD", "elements": ["C", "C", "C", "Fe", "C", "O", "C", "O", "C", "C", "C", "C", "C", "H", "H", "H", "H", "H", "H", "H", "H", "H", "H", "H", "C", "N", "C", "N", "C", "H", "H", "H", "H", "H", "H", "H", "H", "H", "H"], "xyz": [[-2.21187, -1.56989, 1.06437], [-1.83021, -0.63910, 2.20696], [-0.79754, 0.47075, 1.81083], [0.87401, 0.21161, 0.59051], [1.19486, 1.96416, 0.89094], [1.17249, 3.12052, 1.00803], [-0.15146, 0.57824, -0.81967], [-0.99752, 0.88188, -1.56447], [2.68255, -0.32965, 1.39263], [2.82786, 0.10186, 0.02867], [2.02924, -0.74716, -0.79497], [1.38298, -1.71044, 0.05774], [1.79179, -1.45253, 1.40732], [-3.00422, -2.25740, 1.37806], [-2.51007, -1.06912, 0.13176], [-1.33574, -2.19089, 0.82435], [-1.32743, -1.25361, 2.96501], [-1.33319, 1.33026, 1.37435], [-0.26200, 0.83622, 2.70744], [3.23341, 0.06228, 2.23895], [3.52238, 0.86340, -0.33046], [2.03112, -0.75066, -1.88128], [0.80265, -2.55808, -0.28171], [1.55923, -2.05834, 2.27319], [-4.14471, 0.38000, 1.95891], [-3.03143, -0.06506, 2.90462], [-3.57824, -1.06564, 3.89236], [-2.56424, 1.05282, 3.71480], [-3.52412, 1.53376, 4.71863], [-5.01783, -0.25482, 2.13990], [-4.41627, 1.41570, 2.17638], [-3.81887, 0.28897, 0.91963], [-4.53222, -0.68615, 4.26351], [-3.73062, -2.01025, 3.37808], [-2.83498, -1.15827, 4.69094], [-2.34535, 1.81990, 3.08138], [-3.03297, 2.35964, 5.25729], [-4.47253, 1.92254, 4.29620], [-3.74735, 0.73975, 5.44473]], "mulliken_charge": [-1.42, 0.81, -1.51, 0.16, 0.46, -0.31, 0.27, -0.33, -0.61, -0.62, -0.73, -0.65, -0.56, 0.42, 0.43, 0.16, 0.11, 0.71, 0.46, 0.52, 0.55, 0.59, 0.62, 0.49, -0.59, 0.66, -1.27, -0.50, -0.89, 0.32, 0.37, 0.28, 0.56, 0.31, 0.42, 0.30, 0.35, 0.32, 0.37], "max_force_ev_per_a": 8.31, "homo_lumo_gap_ev": [7.122, 8.375], "total_charge": 1, "spin_multiplicity": 5}

=====

2.
{"formula": "C13H22As2IrNOSe2Te2", "method": "ωB97M-V/def2-TZVPD", "elements": ["Ir", "N", "C", "O", "C", "C", "H", "H", "H", "H", "H", "H", "C", "As", "C", "C", "C", "C", "C", "C", "C", "As", "C", "C", "H", "H", "H", "H", "H", "H", "H", "H", "H", "H", "H", "H", "H", "H", "H", "H", "Se", "Te", "Te", "Se"], "xyz": [[0.33014, -0.30687, -0.19367], [1.06804, -0.08859, 4.19122], [1.00552, 0.05593, 2.85288], [-0.06354, -0.05016, 2.25696], [2.28261, 0.37780, 2.12542], [2.34832, -0.37382, 0.79889], [0.23714, -0.33214, 4.70324], [1.94057, -0.04926, 4.68430], [3.14498, 0.18878, 2.77529], [2.24801, 1.45378, 1.92309], [2.60433, -1.42167, 0.97792], [3.12416, 0.06164, 0.16805], [-0.56925, -1.04267, -3.90812], [0.37095, 0.07819, -2.61967], [2.11441, 0.18611, -3.49672], [-0.26424, 1.87502, -3.01185], [-0.79738, 2.17013, -4.26334], [-1.26986, 3.44065, -4.55100], [-1.21717, 4.42764, -3.57854], [-0.68262, 4.13802, -2.33329], [-0.19971, 2.86804, -2.03286], [0.58754, 2.50129, -0.27760], [-0.44919, 3.72524, 0.85289], [2.19376, 3.63313, -0.50186], [-0.22551, -0.87229, -4.92784], [-1.64127, -0.86330, -3.83883], [-0.37477, -2.08096, -3.64022], [1.98598, 0.48855, -4.53559], [2.60090, -0.78830, -3.45811], [2.73761, 0.91351, -2.97900], [-0.84648, 1.39759, -5.02143], [-1.68396, 3.65369, -5.52828], [-1.59573, 5.41910, -3.79185], [-0.65175, 4.91970, -1.58283], [-0.20292, 4.77043, 0.66737], [-0.23871, 3.49135, 1.89592], [-1.50661, 3.54602, 0.66898], [1.92238, 4.55120, -1.02164], [2.95112, 3.10204, -1.07697], [2.60354, 3.87670, 0.47832], [-2.49907, 0.76992, -0.26128], [-2.96917, -1.18509, 1.12052], [-2.30584, -3.30411, -0.44076], [0.15096, -3.07627, -0.54522]], "mulliken_charge": [0.81, -0.40, 0.45, -0.35, -0.32, -1.34, 0.25, 0.20, 0.47, 0.06, 0.54, 0.24, -1.31, 0.90, -1.12, 0.11, -0.43, -0.68, -0.82, -0.61, -0.11, 0.71, -1.25, -1.33, 0.41, 0.36, 0.38, 0.42, 0.39, 0.26, 0.32, 0.40, 0.39, 0.28, 0.41, 0.38, 0.33, 0.49, 0.30, 0.42, -0.30, -0.06, 0.10, -0.35], "max_force_ev_per_a": 0.97, "homo_lumo_gap_ev": [5.821, 4.802], "total_charge": 0, "spin_multiplicity": 5, "e_above_lowest_kj_mol": 95.74}

=====

3.
{"formula": "C13H22AuBI2O3P2", "method": "ωB97M-V/def2-TZVPD", "elements": ["I", "I", "Au", "P", "C", "C", "H", "H", "H", "H", "H", "H", "C", "H", "H", "H", "P", "C", "C", "H", "H", "H", "C", "H", "H", "H", "H", "H", "H", "C", "O", "O", "B", "O", "C", "C", "C", "C", "C", "C", "H", "H", "H", "H"], "xyz": [[-3.40173, -0.44206, -1.38731], [2.17839, -0.62162, -0.84506], [-0.69987, -0.47049, -1.36578], [-0.61390, -2.85151, -1.44544], [-0.80969, -3.70310, 0.13728], [-1.91236, -3.47999, -2.52433], [-1.69642, -4.53422, -2.74346], [0.75323, -4.54037, -2.43374], [-1.91647, -2.89992, -3.45432], [1.13881, -2.91219, -3.08031], [-1.76770, -3.42196, 0.59447], [-2.89083, -3.38078, -2.04231], [0.90945, -3.48531, -2.17480], [-0.79057, -4.79079, -0.02986], [1.74460, -3.38533, -1.47053], [0.00629, -3.42479, 0.81779], [-0.62301, 2.00732, -1.45390], [-0.90016, 2.88644, 0.08035], [0.88842, 2.62673, -2.18942], [-1.94238, 2.00217, -3.46253], [-1.72754, 3.64066, -2.76787], [-2.91566, 2.49437, -2.05204], [-1.93628, 2.58565, -2.53531], [1.11505, 2.05568, -3.09656], [0.72086, 3.67982, -2.44027], [-0.83155, 3.95490, -0.05885], [-0.04905, 2.70249, 0.78037], [1.72551, 2.53441, -1.49253], [-1.81624, 2.56069, 0.56955], [-0.77493, -0.38010, 0.74388], [-1.17659, -0.85866, 1.77624], [1.71533, 1.59857, 0.74281], [0.40780, 0.86070, 0.22350], [-0.32840, 1.61508, 1.85707], [0.63944, 1.41540, 2.70142], [0.40319, 1.17701, 4.05220], [1.47396, 0.83345, 4.83618], [2.72828, 0.75262, 4.21069], [2.98146, 1.02292, 2.83431], [1.90212, 1.43656, 2.05865], [-0.64398, 1.18676, 4.39744], [1.26960, 0.61237, 5.87727], [3.52609, 0.42736, 4.84189], [3.93748, 0.91307, 2.41320]], "mulliken_charge": [-0.12, -0.10, 0.23, 0.56, -1.16, -1.33, 0.44, 0.45, 0.40, 0.41, 0.36, 0.37, -1.26, 0.44, 0.33, 0.35, 0.79, -0.93, -1.25, 0.43, 0.46, 0.40, -1.18, 0.43, 0.51, 0.66, 0.38, 0.24, 0.26, 0.67, -0.30, -0.51, 0.55, -0.68, 0.69, -0.57, -0.52, -0.39, -0.99, 0.50, 0.46, 0.45, 0.45, 0.61], "max_force_ev_per_a": 8.24, "homo_lumo_gap_ev": [5.775, 6.238], "total_charge": 2, "spin_multiplicity": 3, "e_above_lowest_kj_mol": 277.28}

=====

4.
{"formula": "C13H22BNO2Y", "method": "ωB97M-V/def2-TZVPD", "elements": ["C", "C", "C", "C", "C", "Y", "N", "C", "C", "H", "H", "H", "H", "H", "H", "H", "H", "H", "H", "C", "C", "C", "O", "B", "O", "C", "C", "C", "H", "H", "H", "H", "H", "H", "H", "H", "H", "H", "H", "H"], "xyz": [[-1.36399, -1.86778, 0.14271], [-1.24462, -1.33592, 1.47612], [0.12991, -1.32222, 1.84013], [0.88810, -1.78551, 0.73205], [-0.01750, -2.17026, -0.31341], [-0.35111, 0.20610, -0.56335], [0.66570, -1.38734, -3.43866], [-1.90769, 1.65667, -0.41738], [-2.30553, 1.92798, 0.88074], [0.51826, -1.13982, 2.84099], [-2.07752, -1.18189, 2.15483], [1.95588, -1.97883, 0.72671], [0.25048, -2.58309, -1.28131], [-2.28415, -2.08271, -0.38753], [-2.98203, 1.25365, 1.47127], [-1.13197, 2.16909, -0.94576], [-0.04720, -0.61881, -3.37342], [-1.93361, 2.76959, 1.51364], [-2.42887, 0.87726, -1.02060], [4.52025, 1.70918, -2.64035], [4.41514, 1.58760, -1.11659], [5.78584, 1.20169, -0.60715], [3.49998, 0.53291, -0.79206], [2.27410, 1.14670, -0.56346], [2.36545, 2.51853, -0.39739], [3.75884, 2.84319, -0.45014], [4.24993, 3.07048, 0.97940], [3.88061, 4.14796, -1.20466], [3.58295, 2.01662, -3.12398], [4.82363, 0.74262, -3.06534], [5.30425, 2.43481, -2.90248], [6.09616, 0.25323, -1.06218], [6.51815, 1.96690, -0.89905], [5.81335, 1.08830, 0.48165], [5.28593, 3.43488, 0.96351], [3.63844, 3.84719, 1.45566], [4.20584, 2.16684, 1.60284], [3.56463, 4.05269, -2.24991], [3.25366, 4.90876, -0.72353], [4.92015, 4.49922, -1.18232]], "mulliken_charge": [-0.81, -0.47, -0.40, -0.53, -0.63, 0.29, -0.56, -0.43, -0.87, 0.41, 0.51, 0.44, 0.66, 0.50, 0.26, 0.32, -0.02, 0.26, 0.16, -1.95, 1.65, -1.81, -0.63, 0.82, -0.59, 1.61, -1.99, -1.79, 0.34, 0.49, 0.36, 0.47, 0.34, 0.33, 0.36, 0.49, 0.31, 0.32, 0.45, 0.34], "max_force_ev_per_a": 5.01, "homo_lumo_gap_ev": [5.102, 6.052], "total_charge": -1, "e_above_lowest_kj_mol": 65.21}